1.
The following is a DFT calculation (ωB97M-V/def2-TZVPD) of C4H4O5Zn as an isolated structure.

## Properties
charge = -1
highest occupied orbital energy (alpha / beta) = -0.082 / -0.187 Ha
multiplicity = 2
gap between HOMO and LUMO (alpha / beta) = 5.46 / 8.16 eV
ΔE to the lowest compared entry with this formula, charge and spin = 74.42 kJ/mol

Geometry as XYZ:
```
14
Properties=species:S:1:pos:R:3:forces:R:3
O 0.081 -0.937 0.264 -1.6405 -0.9128 -0.1199
H -3.287 0.257 -1.419 0.1313 -0.0541 0.0850
O 0.390 1.274 0.192 -0.6708 1.1058 0.0169
O -1.269 0.358 -1.097 -0.1696 0.0228 -0.2943
C -2.501 -0.285 -0.876 0.1492 -0.0692 -0.0641
C -2.683 -0.231 0.659 0.1098 -0.0528 0.1140
O -1.550 0.466 1.112 -0.2823 0.0749 0.2712
C -0.511 0.286 0.127 -1.1308 -0.0955 -0.2074
H -2.480 -1.326 -1.239 0.0137 0.1793 0.0890
H -2.727 -1.244 1.093 0.0193 0.1701 -0.1074
H -3.584 0.320 0.963 0.1444 -0.0676 -0.0449
Zn 1.641 -0.037 0.505 3.6013 -0.5900 0.1197
C 3.364 -0.701 -0.300 0.8215 -0.8892 -0.6871
O 4.205 -1.508 -0.550 -1.0965 1.1781 0.8294
```
Positions in Å, forces in eV/Å.

***

2.
The following is a DFT calculation (ωB97M-V/def2-TZVPD) of one molecule with the formula C4H4OS2.

## Properties
highest occupied orbital energy = -0.310 Ha
gap between HOMO and LUMO = 8.44 eV
ΔE to the lowest compared entry with this formula, charge and spin = 270.47 kJ/mol
SMILES = S=C1CSC=CO1

Geometry as XYZ:
```
11
Properties=species:S:1:pos:R:3:forces:R:3
C 0.031 0.850 0.148 2.2127 3.4640 -6.3176
C -0.479 0.184 -1.085 -0.1520 -0.7649 -0.7268
C -0.336 -1.883 0.530 0.9847 -2.6588 2.0829
C -0.164 -0.913 1.458 -1.8033 -6.4791 1.8022
H 0.110 0.327 -2.074 -1.6898 1.5956 1.8211
H -1.537 0.547 -0.836 0.5277 -1.0541 -2.0501
H -0.292 -3.012 0.953 -0.5569 2.8991 -1.2216
H -0.295 -1.109 2.563 0.3306 0.0297 -1.5056
O 0.107 0.304 1.226 0.4174 0.2146 5.7707
S 0.600 2.338 0.146 0.3988 2.4826 -0.9469
S -0.173 -1.626 -1.191 -0.6699 0.2715 1.2916
```
Positions in Å, forces in eV/Å.

***

3.
The following is a DFT calculation (ωB97M-V/def2-TZVPD) of C4H4OS2 as an isolated structure.

## Properties
highest occupied orbital energy = -0.342 Ha
gap between HOMO and LUMO = 8.39 eV
ΔE to the lowest compared entry with this formula, charge and spin = 547.50 kJ/mol

Geometry as XYZ:
```
11
Properties=species:S:1:pos:R:3:forces:R:3
C 0.325 0.200 0.292 1.2598 -2.8093 0.1441
C -0.221 0.761 -0.907 1.6854 5.7134 -12.2636
C 0.019 1.348 -2.175 -2.1825 -3.0134 8.3020
C -0.609 -0.847 0.903 -1.0598 -1.3791 3.3488
H 0.463 1.156 2.223 1.2097 -0.5823 -5.1683
H 1.168 -0.514 -0.048 -0.7182 0.9610 0.2306
H -0.086 2.061 -3.109 0.0156 -1.9828 2.4558
H 0.077 -2.162 -0.892 -1.0416 -0.6363 0.7933
O 0.875 1.166 1.081 -1.4437 0.7929 5.4972
S -0.821 -2.507 0.137 1.3490 2.9205 -0.5731
S -1.190 -0.664 2.497 0.9264 0.0154 -2.7670
```
Positions in Å, forces in eV/Å.

***

4.
The following is a DFT calculation (ωB97M-V/def2-TZVPD) of one molecule with the formula C4H4OS2.

## Properties
highest occupied orbital energy = -0.318 Ha
gap between HOMO and LUMO = 8.51 eV
ΔE to the lowest compared entry with this formula, charge and spin = 79.15 kJ/mol
SMILES = O=C1C=CCSS1

Geometry as XYZ:
```
11
Properties=species:S:1:pos:R:3:forces:R:3
C 0.584 1.309 -0.399 3.3644 0.8919 -0.5049
C 0.388 0.119 0.169 -2.1292 1.2060 -1.6606
C -0.397 2.163 -1.111 -1.4217 -0.3806 1.7706
C -1.021 -0.429 0.155 0.9248 -1.1316 4.6021
O -0.341 2.823 -2.092 0.7015 0.0816 -0.4322
S -2.110 2.245 -0.236 1.0162 -0.4953 -0.1348
S -1.977 0.738 1.205 -0.1003 0.6204 -0.0027
H 1.714 1.649 -0.344 -2.5645 -0.1227 -0.4427
H 1.260 -0.306 0.572 0.4733 -1.1027 0.7789
H -1.602 -0.333 -0.695 -0.4810 -0.7605 -2.2125
H -1.132 -1.386 0.801 0.2165 1.1935 -1.7614
```
Positions in Å, forces in eV/Å.

***

5.
The following is a DFT calculation (ωB97M-V/def2-TZVPD) of one molecule with the formula C4H4OS3.

## Properties
highest occupied orbital energy = -0.341 Ha
gap between HOMO and LUMO = 8.53 eV
ΔE to the lowest compared entry with this formula, charge and spin = 60.21 kJ/mol
SMILES = S=C1C[C@@H](S)C(=S)O1

Geometry as XYZ:
```
12
Properties=species:S:1:pos:R:3:forces:R:3
C -0.798 0.370 0.372 0.5448 -1.1275 0.4545
C 0.711 0.410 0.698 -2.3917 -2.5693 -0.6434
C 1.269 -0.602 -0.261 -1.2908 0.2723 -0.4587
C -1.001 -1.007 -0.225 0.1751 -0.7829 -1.2038
H -0.142 1.649 -1.453 1.6773 -0.0201 -0.7885
H -1.363 0.414 1.283 -0.6631 0.6046 0.1562
H 0.805 0.000 1.677 0.4641 -0.1090 0.9423
H 1.085 1.360 0.625 1.2969 2.1266 -0.1404
O 0.222 -1.319 -0.844 -0.0195 0.0969 1.1095
S -1.274 1.564 -0.860 -2.2131 0.7248 0.5632
S 2.780 -0.844 -0.625 1.1596 -0.3454 -0.3897
S -2.294 -1.996 -0.387 1.2605 1.1291 0.3988
```
Positions in Å, forces in eV/Å.

***

6.
The following is a DFT calculation (ωB97M-V/def2-TZVPD) of a 2-piece molecular cluster, C4H4P2 overall.

## Properties
highest occupied orbital energy (alpha / beta) = -0.282 / -0.288 Ha
gap between HOMO and LUMO (alpha / beta) = 6.98 / 7.17 eV
ΔE to the lowest compared entry with this formula, charge and spin = 582.78 kJ/mol

Geometry as XYZ:
```
10
Properties=species:S:1:pos:R:3:forces:R:3
C 1.211 0.372 0.300 -1.7786 -0.0344 0.2705
C -1.374 0.407 -0.272 -0.5181 0.4281 0.7288
C 2.092 -0.164 1.284 1.1570 0.7055 -1.4140
C -2.284 -0.256 -1.197 1.5788 1.2313 1.5200
P 2.507 0.800 -0.545 0.4475 -0.0885 -0.1576
P -2.756 0.721 0.603 1.0108 -0.9396 -1.4832
H 2.704 0.351 1.977 -0.3998 1.2103 1.1644
H 2.468 -1.145 1.290 -0.3916 -1.7490 -0.2568
H -2.521 0.186 -2.128 -0.5545 0.8231 -0.6612
H -2.046 -1.275 -1.313 -0.5514 -1.5868 0.2893
```
Positions in Å, forces in eV/Å.

***

7.
The following is a DFT calculation (ωB97M-V/def2-TZVPD) of a 2-piece molecular cluster, C4H4S2 overall.

## Properties
highest occupied orbital energy = -0.321 Ha
gap between HOMO and LUMO = 8.23 eV
ΔE to the lowest compared entry with this formula, charge and spin = 314.58 kJ/mol
SMILES = C=C=S.C=C=S

Geometry as XYZ:
```
10
Properties=species:S:1:pos:R:3:forces:R:3
C -1.622 -0.763 -0.963 -0.1940 -1.2749 -1.0869
C 1.204 1.061 0.843 1.4941 0.9406 0.2542
C -1.542 -0.725 0.327 2.0785 1.0290 2.3868
C 1.576 0.351 -0.175 -4.0656 -0.7411 -0.8579
S -1.721 -1.120 -2.490 -0.0462 0.5990 0.8135
S 1.122 2.110 1.995 -0.5887 -0.3368 0.1628
H -0.885 -1.397 0.939 -0.9845 -0.4342 -1.1728
H -1.389 0.192 0.934 -1.1233 0.0191 -0.8805
H 2.516 0.343 -0.586 2.2535 -0.0351 -0.4771
H 0.741 -0.052 -0.823 1.1761 0.2342 0.8579
```
Positions in Å, forces in eV/Å.

***

8.
The following is a DFT calculation (ωB97M-V/def2-TZVPD) of one molecule with the formula C4H4S2.

## Properties
highest occupied orbital energy = -0.340 Ha
gap between HOMO and LUMO = 8.27 eV
ΔE to the lowest compared entry with this formula, charge and spin = 370.96 kJ/mol
SMILES = C#C[C@H](S)C=S

Geometry as XYZ:
```
10
Properties=species:S:1:pos:R:3:forces:R:3
C -1.891 1.143 -0.308 2.5903 -0.8926 1.2340
C -0.860 0.668 0.167 0.1372 -2.1016 -0.5904
C 0.657 -1.112 -0.801 -1.4802 -0.9307 0.0139
C 0.538 -0.371 0.494 -3.3013 4.2042 -3.0448
S 0.066 -2.612 -0.970 0.5995 0.3532 0.2740
S 1.802 0.834 0.755 1.3923 0.2826 0.7476
H -2.740 1.665 -0.671 -0.1455 0.0760 -0.0217
H 0.831 -0.583 -1.701 0.7864 0.8174 -0.6458
H 0.231 -1.093 1.147 -0.4479 -1.2670 2.6042
H 1.368 1.460 1.888 -0.1306 -0.5415 -0.5709
```
Positions in Å, forces in eV/Å.

***

9.
The following is a DFT calculation (ωB97M-V/def2-TZVPD) of C4H5AgO5 as an isolated structure.

## Properties
charge = +1
highest occupied orbital energy (alpha / beta) = -0.492 / -0.518 Ha
multiplicity = 2
gap between HOMO and LUMO (alpha / beta) = 8.68 / 8.07 eV
ΔE to the lowest compared entry with this formula, charge and spin = 0.00 kJ/mol

Geometry as XYZ:
```
15
Properties=species:S:1:pos:R:3:forces:R:3
O -1.893 0.096 1.309 -0.2478 -0.5561 0.8946
C -1.957 -0.905 0.603 0.9060 1.6840 -1.8572
O -2.742 -1.205 -0.289 -0.4791 -0.7809 0.4566
O -0.728 -1.729 0.637 0.4208 -0.3730 0.2764
Ag -4.225 0.417 0.773 0.1850 -0.0006 -0.1024
C 0.252 -1.589 -0.195 -0.3922 0.4942 -0.5281
C 0.279 -0.715 -1.311 -0.2000 -1.2493 0.1657
H 1.101 -2.245 0.011 -0.2320 0.1890 0.0821
H -0.652 -0.343 -1.738 0.3171 0.2435 0.3569
H 1.139 -0.810 -1.975 -0.2195 0.2640 0.2945
H 2.362 0.725 0.647 0.0557 0.2290 -0.1816
O 0.781 1.250 -0.524 0.4305 0.2041 0.2357
C 1.700 1.506 0.233 -0.7451 -0.5539 -0.1047
O 1.878 2.729 0.662 0.2706 0.2140 -0.1094
H 2.705 2.819 1.157 -0.0699 -0.0080 0.1208
```
Positions in Å, forces in eV/Å.

***

10.
The following is a DFT calculation (ωB97M-V/def2-TZVPD) of C4H5AlLiO7 as an isolated structure.

## Properties
highest occupied orbital energy (alpha / beta) = -0.327 / -0.357 Ha
multiplicity = 2
gap between HOMO and LUMO (alpha / beta) = 8.41 / 7.63 eV

Geometry as XYZ:
```
18
Properties=species:S:1:pos:R:3:forces:R:3
O 2.818 -0.153 -3.113 0.0381 -0.0663 -0.3692
C 1.632 -0.254 -2.707 0.2872 0.1024 -0.1381
O 0.663 -0.486 -3.471 -0.2825 -0.1551 -0.4457
O 1.439 -0.089 -1.390 0.1784 0.0103 0.3965
C 0.122 -0.252 -0.872 -0.4055 -0.0636 -0.3443
O -1.106 -0.290 1.124 -1.0838 0.8335 1.7035
C -1.439 0.407 2.458 0.5763 4.0317 -4.4023
C 0.176 -0.038 0.629 1.2267 0.3955 -0.0974
O -0.525 -0.001 3.348 3.4283 2.0125 0.4954
O -2.657 -0.067 2.763 -1.1817 -0.4089 0.0488
Li 2.046 -0.511 -4.873 -0.1500 0.1265 0.9330
Al -1.613 -1.173 3.560 -2.4917 -5.2182 2.4051
H -0.249 -1.262 -1.100 0.0438 0.2527 0.0310
H -0.557 0.478 -1.334 0.1183 -0.2194 0.0917
H 0.937 -0.703 1.073 -0.2651 0.0481 -0.0866
H 0.508 0.990 0.851 -0.2363 -0.2265 -0.0982
O -1.411 1.818 2.341 0.3408 -1.4302 -0.0442
H -2.181 2.062 1.820 -0.1414 -0.0250 -0.0790
```
Positions in Å, forces in eV/Å.

***

Short version: largest force on an atom = 0.0710, 0.1466, 0.2651, 0.0939, 0.0694, 0.0489, 0.0821, 0.1196, 0.0518, 0.1218 hartree/bohr, in the order given.